1.
DFT (ωB97M-V/def2-TZVPD) results for 2 unconnected molecules or ions with the total composition C5H10O.

Computed properties:
Largest force on an atom: 0.350 eV/Å
Total charge: 0
SMILES string: C=CCO.C=C
Energy relative to the best compared isomer or geometry (same formula, charge and spin): 48.4 kcal per mole
E_HOMO: -0.34774 Eh
Orbital gap: 10.32 eV

```
16
C5H10O ωB97M-V/def2-TZVPD
O 1.716 -0.657 0.428
C 1.292 0.681 0.591
C -1.579 -0.561 -1.492
C 0.011 0.735 1.366
C -0.589 -0.313 1.917
C -0.460 -0.261 -2.139
H 2.056 1.274 1.121
H -0.431 1.728 1.441
H 1.127 1.162 -0.387
H -1.588 -1.297 -0.694
H -1.528 -0.206 2.453
H 2.619 -0.640 0.092
H -0.163 -1.308 1.835
H -2.526 -0.079 -1.722
H -0.439 0.482 -2.932
H 0.480 -0.741 -1.879
```

Atomic partial charges in e from the Mulliken method, atoms 1 to 4: -0.5191, -0.3486, -0.4741, -0.0827



2.
DFT (ωB97M-V/def2-TZVPD) results for a molecular structure, C5H10O in a non-equilibrium geometry.

Computed properties:
Largest force on an atom: 4.055 eV/Å
Total charge: 0
Energy relative to the best compared isomer or geometry (same formula, charge and spin): 68.4 kcal per mole
E_HOMO: -0.34615 Eh
Orbital gap: 10.17 eV

```
16
C5H10O ωB97M-V/def2-TZVPD
O -1.353 -1.361 -0.816
C 0.401 -0.095 0.609
C -1.012 -0.324 0.041
C -0.967 1.109 -0.595
C 0.336 1.396 0.194
C 1.472 -0.925 -0.062
H 0.184 2.091 1.025
H 1.439 -0.789 -1.148
H 1.202 1.737 -0.387
H -0.816 1.090 -1.694
H 1.317 -1.990 0.142
H 0.377 -0.261 1.690
H -1.568 -1.872 -0.005
H 2.463 -0.635 0.298
H -1.827 1.748 -0.401
H -1.648 -0.919 1.109
```

Atomic partial charges in e from the Mulliken method, atoms 1 to 4: -0.4610, 0.2744, -0.1311, -0.7079



3.
DFT (ωB97M-V/def2-TZVPD) results for 2 unconnected molecules or ions with the total composition C5H10O.

Computed properties:
Largest force on an atom: 0.392 eV/Å
Total charge: 0
SMILES string: OC1=CCCC1.[H][H]
Energy relative to the best compared isomer or geometry (same formula, charge and spin): 35.1 kcal per mole
E_HOMO: -0.30902 Eh
Orbital gap: 9.34 eV

```
16
C5H10O ωB97M-V/def2-TZVPD
O 1.854 -0.927 0.350
C -1.614 0.138 -0.197
C 0.678 -0.320 0.020
C 0.658 0.947 -0.786
C -0.535 -0.756 0.349
C -0.846 1.195 -1.029
H 1.288 -2.018 2.298
H 1.139 1.760 -0.228
H 1.220 0.836 -1.720
H -2.207 0.606 0.599
H -1.130 2.206 -0.732
H -2.328 -0.414 -0.816
H -0.730 -1.641 0.942
H -1.080 1.080 -2.091
H 1.056 -2.369 2.909
H 2.577 -0.323 0.133
```

Atomic partial charges in e from the Mulliken method, atoms 1 to 4: -0.5082, -0.5347, 0.6227, -0.6528



4.
DFT (ωB97M-V/def2-TZVPD) results for 2 unconnected molecules or ions with the total composition C5H10O.

Computed properties:
Largest force on an atom: 0.632 eV/Å
Total charge: 0
SMILES string: OC1=CCCC1.[H][H]
Energy relative to the best compared isomer or geometry (same formula, charge and spin): 50.6 kcal per mole
E_HOMO: -0.30053 Eh
Orbital gap: 9.10 eV

```
16
C5H10O ωB97M-V/def2-TZVPD
O -0.098 -2.146 -0.200
C 0.828 1.329 0.593
C -0.041 -0.793 -0.073
C -0.713 1.315 0.574
C 1.251 -0.136 0.335
C -1.020 0.102 -0.265
H 1.176 1.973 -0.220
H -1.933 -0.006 -0.831
H 1.740 -0.622 1.190
H 0.744 -2.517 0.092
H -1.102 1.105 1.583
H -1.775 -1.677 -1.902
H 1.241 1.706 1.532
H -1.170 2.251 0.236
H -1.076 -1.679 -2.128
H 1.949 -0.203 -0.516
```

Atomic partial charges in e from the Mulliken method, atoms 1 to 4: -0.4784, -0.6520, 0.6262, -0.5934



5.
DFT (ωB97M-V/def2-TZVPD) results for 2 unconnected molecules or ions with the total composition C5H10O.

Computed properties:
Largest force on an atom: 0.596 eV/Å
Total charge: 0
SMILES string: C=CCC.C=O
Energy relative to the best compared isomer or geometry (same formula, charge and spin): 39.9 kcal per mole
E_HOMO: -0.34844 Eh
Orbital gap: 10.16 eV

```
16
C5H10O ωB97M-V/def2-TZVPD
O 0.928 0.341 -2.522
C 1.693 -0.584 -2.417
C -0.048 1.027 0.748
C -0.645 -1.408 0.726
C -0.968 -0.014 0.178
C -0.411 1.998 1.580
H -1.301 -2.171 0.295
H 1.488 -1.446 -1.751
H -2.008 0.246 0.412
H 0.392 -1.690 0.500
H -0.759 -1.432 1.815
H -0.866 -0.015 -0.914
H 2.645 -0.622 -2.981
H 0.306 2.710 1.981
H 1.002 0.941 0.458
H -1.448 2.118 1.891
```

Atomic partial charges in e from the Mulliken method, atoms 1 to 4: -0.3785, -0.0539, 0.0285, -1.0978



6.
DFT (ωB97M-V/def2-TZVPD) results for 2 unconnected molecules or ions with the total composition C5H10O.

Computed properties:
Largest force on an atom: 0.568 eV/Å
Total charge: 0
SMILES string: C/C=C/C=O.C
Energy relative to the best compared isomer or geometry (same formula, charge and spin): 42.7 kcal per mole
E_HOMO: -0.35203 Eh
Orbital gap: 9.93 eV

```
16
C5H10O ωB97M-V/def2-TZVPD
O 1.936 -1.252 -1.226
C 0.258 0.776 -0.210
C 2.200 -0.682 -0.184
C -1.326 -1.349 -0.274
C -0.799 1.665 0.372
C 1.316 0.306 0.456
H -0.945 1.504 1.447
H 1.468 0.539 1.507
H -0.399 -0.906 0.023
H -1.911 -1.455 0.637
H -1.848 -0.691 -0.980
H -0.407 2.671 0.213
H -1.047 -2.276 -0.763
H -1.775 1.594 -0.125
H 0.141 0.472 -1.250
H 3.137 -0.915 0.356
```

Atomic partial charges in e from the Mulliken method, atoms 1 to 4: -0.4970, -0.1660, -0.0120, -0.8711



7.
DFT (ωB97M-V/def2-TZVPD) results for C5H10O in the gas phase in a non-equilibrium geometry.

Computed properties:
Largest force on an atom: 3.650 eV/Å
Total charge: 0
SMILES string: OCCC1CC1
Energy relative to the best compared isomer or geometry (same formula, charge and spin): 93.7 kcal per mole
E_HOMO: -0.34586 Eh
Orbital gap: 10.44 eV

```
16
C5H10O ωB97M-V/def2-TZVPD
O 2.028 0.782 -0.194
C 0.644 -0.971 -0.381
C -1.748 0.064 -0.233
C -1.478 1.394 0.327
C 2.049 -0.590 -0.032
C -0.406 0.191 0.449
H 0.366 -2.001 -0.093
H -2.446 -0.616 0.227
H -1.327 2.262 -0.306
H -1.671 -0.010 -1.319
H 0.490 -0.815 -1.456
H -0.350 -0.059 1.505
H 2.625 -1.203 -0.758
H 0.884 0.872 0.031
H -2.015 1.639 1.259
H 2.355 -0.939 0.974
```

Atomic partial charges in e from the Mulliken method, atoms 1 to 4: -0.6386, -0.6813, -0.4410, -0.4652



8.
DFT (ωB97M-V/def2-TZVPD) results for 2 unconnected molecules or ions with the total composition C5H10O in a non-equilibrium geometry.

Computed properties:
Largest force on an atom: 1.710 eV/Å
Total charge: 0
SMILES string: C=CC(=C)C.O
Energy relative to the best compared isomer or geometry (same formula, charge and spin): 44.2 kcal per mole
E_HOMO: -0.33327 Eh
Orbital gap: 9.93 eV

```
16
C5H10O ωB97M-V/def2-TZVPD
O 1.559 -2.462 -1.146
C 0.109 1.242 -1.720
C -0.715 1.072 -0.688
C 0.770 0.677 1.191
C -1.429 -0.508 1.195
C -0.374 0.364 0.583
H -2.134 0.124 1.743
H -2.067 -0.982 0.457
H -1.760 1.383 -0.688
H 2.000 -2.719 -0.334
H -0.274 1.580 -2.669
H 1.161 0.100 2.024
H 1.151 1.398 -1.453
H -0.923 -1.195 1.870
H 1.436 1.429 0.790
H 1.489 -1.503 -1.154
```

Atomic partial charges in e from the Mulliken method, atoms 1 to 4: -0.6485, -0.7872, -0.2297, -0.8948



9.
DFT (ωB97M-V/def2-TZVPD) results for a molecular structure, C5H10O in a non-equilibrium geometry.

Computed properties:
Largest force on an atom: 6.109 eV/Å
Total charge: 0
Energy relative to the best compared isomer or geometry (same formula, charge and spin): 154.2 kcal per mole
E_HOMO: -0.35100 Eh
Orbital gap: 10.46 eV

```
16
C5H10O ωB97M-V/def2-TZVPD
O -0.132 0.813 -0.704
C -0.176 -1.408 -1.700
C -0.402 1.114 1.848
C 1.073 0.792 -0.030
C -0.965 -0.367 -0.726
C 0.773 0.455 1.602
H -0.943 0.885 3.007
H -1.964 0.205 -1.148
H 1.538 1.893 -0.265
H -1.076 -0.504 0.465
H 1.302 -0.577 2.282
H 0.707 -1.811 -0.772
H 0.275 -0.817 -2.559
H -1.075 1.787 1.279
H 1.769 0.042 -0.347
H -0.704 -2.502 -2.232
```

Atomic partial charges in e from the Mulliken method, atoms 1 to 4: -0.4086, -0.7544, -0.5619, -0.3337



10.
DFT (ωB97M-V/def2-TZVPD) results for C5H10O in the gas phase.

Computed properties:
Largest force on an atom: 0.324 eV/Å
Total charge: 0
SMILES string: COCC1CC1
Energy relative to the best compared isomer or geometry (same formula, charge and spin): 35.9 kcal per mole
E_HOMO: -0.35768 Eh
Orbital gap: 10.92 eV

```
16
C5H10O ωB97M-V/def2-TZVPD
O 1.385 -0.020 -0.498
C 0.384 0.091 0.486
C 2.648 -0.330 0.031
C -2.202 0.245 0.375
C -0.855 0.662 -0.142
C -1.735 -0.223 -0.974
H 3.228 -0.815 -0.759
H -2.201 0.207 -1.856
H -0.750 1.693 -0.471
H -2.231 -0.480 1.185
H 3.183 0.573 0.362
H -2.984 0.996 0.420
H 0.166 -0.905 0.913
H -1.439 -1.263 -1.085
H 0.720 0.731 1.320
H 2.576 -1.020 0.886
```

Atomic partial charges in e from the Mulliken method, atoms 1 to 4: -0.3176, -0.5914, -0.7230, -0.6156



11.
DFT (ωB97M-V/def2-TZVPD) results for a molecular structure, C5H10O.

Computed properties:
Largest force on an atom: 0.353 eV/Å
Total charge: 0
Energy relative to the best compared isomer or geometry (same formula, charge and spin): 66.9 kcal per mole
E_HOMO: -0.31550 Eh
Orbital gap: 9.34 eV

```
16
C5H10O ωB97M-V/def2-TZVPD
O 0.844 1.179 1.456
C -0.042 0.167 -0.585
C 1.274 0.573 -1.255
C -0.097 0.515 0.881
C -0.375 -1.319 -0.812
C -1.137 0.285 1.828
H -0.865 0.754 -1.029
H -0.403 -1.538 -1.887
H -0.066 1.240 2.323
H 1.217 0.391 -2.335
H 1.502 1.631 -1.092
H -2.166 0.114 1.497
H -1.345 -1.586 -0.380
H 0.389 -1.962 -0.358
H -0.838 -0.428 2.603
H 2.108 -0.016 -0.856
```

Atomic partial charges in e from the Mulliken method, atoms 1 to 4: -0.5527, 0.7081, -1.3999, 0.4992



12.
DFT (ωB97M-V/def2-TZVPD) results for a molecular structure, C5H10O.

Computed properties:
Largest force on an atom: 0.749 eV/Å
Total charge: 0
Energy relative to the best compared isomer or geometry (same formula, charge and spin): 140.8 kcal per mole
E_HOMO: -0.30971 Eh
Orbital gap: 9.30 eV

```
16
C5H10O ωB97M-V/def2-TZVPD
O -1.396 2.074 0.464
C -0.722 1.045 1.257
C 1.678 -0.882 -0.143
C 0.246 -1.449 -0.364
C 0.093 1.156 0.010
C -1.170 1.325 -0.767
H -1.071 1.975 -1.634
H -1.387 0.202 1.488
H 2.106 -0.239 -0.923
H -0.255 1.469 2.147
H -0.681 -0.873 -0.368
H -1.922 0.539 -0.919
H 2.225 -1.822 -0.147
H 0.086 -2.185 0.424
H 0.262 -1.957 -1.332
H 1.908 -0.379 0.807
```

Atomic partial charges in e from the Mulliken method, atoms 1 to 4: -0.2807, -0.0310, -0.9783, -0.5779



13.
DFT (ωB97M-V/def2-TZVPD) results for a molecular structure, C5H10O in a non-equilibrium geometry.

Computed properties:
Largest force on an atom: 4.545 eV/Å
Total charge: 0
Energy relative to the best compared isomer or geometry (same formula, charge and spin): 101.0 kcal per mole
E_HOMO: -0.34467 Eh
Orbital gap: 10.31 eV

```
16
C5H10O ωB97M-V/def2-TZVPD
O -0.424 -0.691 -1.163
C -0.846 -0.394 0.901
C 0.355 -0.139 -0.104
C 1.779 -0.820 -0.078
C 0.307 1.429 -0.312
C -1.771 -0.431 -0.375
H 2.431 -0.343 0.723
H 1.172 1.604 -0.981
H 0.315 2.062 0.792
H -0.762 1.618 -0.755
H 2.430 -0.522 -0.927
H -2.269 0.847 -0.378
H -2.708 -1.337 -0.506
H -0.633 -1.368 1.393
H -1.071 0.421 1.670
H 1.697 -1.934 0.102
```

Atomic partial charges in e from the Mulliken method, atoms 1 to 4: -0.4712, -0.5228, 1.0561, -1.3523



14.
DFT (ωB97M-V/def2-TZVPD) results for a molecular structure, C5H10O.

Computed properties:
Largest force on an atom: 0.498 eV/Å
Total charge: 0
Energy relative to the best compared isomer or geometry (same formula, charge and spin): 135.0 kcal per mole
E_HOMO: -0.32131 Eh
Orbital gap: 8.69 eV

```
16
C5H10O ωB97M-V/def2-TZVPD
O -2.046 -1.133 0.624
C 1.381 0.901 0.894
C 2.235 0.224 -0.091
C -0.800 -0.488 0.937
C -2.136 -0.378 -0.587
C -0.643 -0.083 -0.562
H -0.074 -1.174 1.386
H -2.535 -0.957 -1.424
H -0.060 -0.824 -1.117
H -2.734 0.534 -0.440
H 2.149 0.451 -1.162
H 1.036 1.858 0.450
H -0.330 0.919 -0.874
H 2.321 -0.857 0.071
H -0.957 0.351 1.628
H 3.193 0.657 0.266
```

Atomic partial charges in e from the Mulliken method, atoms 1 to 4: -0.4307, -0.3813, -0.7493, -0.4944



15.
DFT (ωB97M-V/def2-TZVPD) results for C5H10O in the gas phase.

Computed properties:
Largest force on an atom: 0.409 eV/Å
Total charge: 0
SMILES string: CC1(O)CCC1
Energy relative to the best compared isomer or geometry (same formula, charge and spin): 19.7 kcal per mole
E_HOMO: -0.36284 Eh
Orbital gap: 10.88 eV

```
16
C5H10O ωB97M-V/def2-TZVPD
O 1.033 -1.521 0.535
C -0.724 -0.411 -0.861
C 0.501 -0.292 0.084
C -1.608 0.318 0.179
C 1.650 0.530 -0.465
C -0.394 0.419 1.131
H -0.091 1.436 1.394
H -2.007 1.277 -0.161
H 1.281 1.486 -0.848
H -1.015 -1.444 -1.085
H -2.450 -0.274 0.548
H -0.474 -0.162 2.048
H 2.387 0.719 0.322
H 2.151 -0.011 -1.276
H -0.604 0.100 -1.820
H 0.419 -2.221 0.290
```

Atomic partial charges in e from the Mulliken method, atoms 1 to 4: -0.5763, -1.1206, 1.6461, -0.2606